Entry 1:
ORCA calculation (the ωB97M-V functional and the def2-TZVPD basis) on a molecular structure, C28H47NO2P2Rh.

Values from the calculation:
F_max (hartree/bohr): 0.0471
HOMO level (alpha / beta) (eV): -9.82 / -10.60
Net charge: +1
Kohn-Sham gap (alpha / beta) (eV): 6.9423 / 5.4805
Spin multiplicity: 5
E_LUMO (alpha / beta) (eV): -2.874 / -5.115

XYZ file:
```
81
Properties=species:S:1:pos:R:3:forces:R:3
Rh 0.87276 -1.31133 -0.73999 1.21 0.02 1.81
C -0.52986 -2.15879 1.91511 1.93 -0.31 -1.10
C 0.84993 -2.22145 1.28581 -0.57 0.29 1.75
C 0.86880 -0.97222 3.30158 -2.18 -0.34 0.56
C -0.49616 -1.32749 3.02217 1.62 0.88 1.10
C 1.68242 -1.53137 2.33716 -0.41 -1.27 -1.37
C -1.66033 -3.04634 1.59115 -0.34 -0.53 -0.13
H -1.48885 -3.71377 0.73803 0.05 0.30 0.12
H -2.60808 -2.51196 1.43668 0.23 -0.12 0.11
H -1.80858 -3.69900 2.46731 -0.14 0.13 -0.19
C -1.62012 -0.97943 3.91258 -0.45 0.26 0.13
H -2.56830 -1.07749 3.37159 0.05 0.08 0.27
H -1.49990 0.05094 4.27384 -0.11 -0.19 -0.09
H -1.66026 -1.62707 4.80408 0.04 0.07 -0.28
C 1.30005 -0.32180 4.55171 0.19 0.44 0.12
H 1.12213 -0.95319 5.43716 0.00 0.06 -0.32
H 0.71747 0.59975 4.69302 0.11 0.00 0.13
H 2.36427 -0.07767 4.51150 -0.10 0.02 0.16
C 3.13147 -1.75399 2.54436 0.59 -0.11 -0.03
H 3.25150 -2.43229 3.41221 -0.03 0.25 -0.28
H 3.67704 -0.83586 2.81211 -0.18 -0.26 -0.05
H 3.64422 -2.23204 1.70019 -0.22 0.21 0.13
C 1.36085 -3.60264 1.01181 0.30 -0.53 -0.46
H 1.47463 -4.15281 1.95772 0.05 -0.18 -0.28
H 2.34142 -3.54171 0.51553 -0.24 -0.33 0.15
H 0.68127 -4.15451 0.35259 0.19 -0.09 0.13
C -1.52313 0.47065 -4.16159 -1.41 -1.03 -0.23
C -1.74030 -0.86504 -4.16413 -1.06 1.54 -1.54
C -0.96362 -1.85925 -4.97796 0.23 -0.25 0.14
C 0.55239 -1.56190 -5.03762 -0.29 -0.33 -0.26
C 1.14858 -1.00631 -3.76409 0.57 0.29 -0.52
C 1.36654 0.30480 -3.58087 0.55 -0.69 -0.40
C 0.84487 1.39645 -4.46728 0.02 0.47 -0.39
C -0.57659 1.19664 -5.05250 0.40 0.40 -0.24
H -1.35462 -1.93040 -6.00392 -0.01 0.08 0.23
H 0.74488 -0.86846 -5.87166 0.10 -0.28 0.43
H -1.11831 -2.85206 -4.54049 0.02 0.05 -0.03
H -0.51445 0.69793 -6.02708 -0.07 0.09 0.25
H -2.18731 1.11334 -3.56730 0.12 -0.42 -0.26
H -2.67656 -1.24799 -3.73321 0.54 0.24 0.13
H -1.00190 2.19635 -5.24842 0.21 -0.40 0.02
H 0.85730 2.35487 -3.92792 0.07 -0.30 0.04
H 2.10432 0.62828 -2.85405 -0.37 -0.12 0.25
H 1.53673 1.55029 -5.31091 -0.04 -0.06 0.21
H 1.07088 -2.50513 -5.28838 -0.13 0.44 0.09
H 1.58279 -1.76617 -3.09556 0.16 0.34 -0.08
P -1.01900 -0.08539 -0.30351 -0.46 0.87 -1.13
P 1.72889 0.75150 -0.04463 0.17 0.55 -0.08
C -0.55248 1.36517 -1.37285 -0.56 0.03 -0.03
C 0.75494 2.02751 -0.92538 -0.08 0.34 -0.03
H -1.39967 2.04941 -1.29462 0.22 0.15 -0.09
H -0.46396 1.00061 -2.40153 -0.03 0.04 0.57
H 1.31413 2.44600 -1.77302 -0.14 -0.19 0.14
H 0.52738 2.87395 -0.25896 0.10 -0.42 0.02
C 1.96823 1.46333 1.58918 0.30 -0.23 0.38
H 2.66340 0.84874 2.17505 -0.19 0.30 -0.16
H 0.98584 1.51123 2.08860 0.15 0.18 -0.08
H 2.37741 2.48422 1.50231 -0.16 -0.34 -0.09
C 3.37838 0.38346 -0.72336 0.23 0.29 0.00
H 3.69955 1.16898 -1.41235 0.21 -0.21 0.01
H 3.32053 -0.59231 -1.23551 0.37 0.41 0.01
H 4.07487 0.31356 0.11901 0.00 -0.03 -0.25
C -2.80562 0.05162 -0.04871 -0.46 0.46 0.31
H -3.11803 -0.60301 0.77558 -0.08 0.31 -0.28
H -3.28878 -0.24715 -0.99087 -0.04 0.21 0.39
H -3.01052 1.10555 0.17401 -0.07 -0.23 0.19
C -1.17452 -1.56783 -1.48618 -0.63 -0.96 -0.16
H -0.57721 -2.50418 -1.26791 -0.45 0.06 -0.30
H -1.07460 -1.27360 -2.54091 -0.05 -0.22 0.93
H -2.19966 -1.92664 -1.27870 0.65 0.06 -0.12
O -1.84165 3.11710 0.61114 0.54 -0.66 0.41
C -1.56542 3.22685 1.81204 0.04 0.66 0.92
C -2.03793 4.46031 2.61047 -0.09 0.03 -0.33
C -1.69036 4.11531 4.03764 0.01 0.03 0.08
C -0.94362 2.78281 3.92270 0.12 0.29 0.34
O -0.50488 2.19389 4.91727 -0.22 0.15 -0.92
N -0.84036 2.37450 2.61688 -0.74 -0.11 -0.70
H -1.48492 5.35551 2.26996 -0.41 -0.42 -0.10
H -3.11815 4.61162 2.46674 0.42 0.08 -0.19
H -1.04148 4.87557 4.48668 -0.19 -0.32 0.22
H -2.59299 3.98044 4.64169 0.32 0.04 0.17
```
Positions in Å, forces in eV/Å.



Entry 2:
ORCA calculation (the ωB97M-V functional and the def2-TZVPD basis) on 11 unconnected molecules or ions with the total composition C33H96O41P8S3.

Values from the calculation:
F_max (hartree/bohr): 0.1107
HOMO level (alpha / beta) (eV): -11.72 / -11.72
Net charge: +1
Kohn-Sham gap (alpha / beta) (eV): 9.0575 / 2.0894
Spin multiplicity: 2
E_LUMO (alpha / beta) (eV): -2.658 / -9.626

XYZ file:
```
181
Properties=species:S:1:pos:R:3:forces:R:3
O -3.29101 21.91718 11.78394 2.44 -1.36 -1.05
S -2.24131 20.96647 11.38365 -4.38 -2.93 2.15
O -2.59681 19.81069 10.55581 1.47 2.90 1.34
O -1.12229 21.89982 10.53127 1.49 2.10 -0.19
C -0.72151 23.18484 11.10355 0.77 -0.46 -2.03
C 0.27403 23.97888 10.25989 -0.50 -0.49 -0.26
C -1.26052 20.35835 12.84590 0.30 0.58 -0.65
H -0.30185 22.91532 12.07276 -0.04 -0.04 1.24
H -1.66504 23.69751 11.29067 -0.45 0.13 0.51
H 1.17268 23.41318 10.01395 -0.06 -0.14 0.01
H 0.59492 24.90878 10.72939 -0.18 -0.23 0.62
H -0.19310 24.30647 9.33115 -0.10 -0.24 -0.25
H -1.06376 21.10404 13.61618 -0.13 0.60 -0.40
H -0.32051 19.97205 12.45189 -0.04 -0.15 -0.02
H -1.81801 19.57319 13.35660 -0.37 -0.12 -0.64
O 2.86105 19.21889 15.65581 -1.84 -0.78 -1.31
S 1.71503 18.71018 14.89507 1.41 0.40 -0.41
O 0.37937 19.19976 15.21066 1.67 -0.67 -1.08
O 2.01570 18.98995 13.24763 -2.15 0.28 2.38
C 3.33079 18.76706 12.79972 1.13 0.15 -0.91
C 3.41288 19.23953 11.35148 -0.34 0.20 0.22
C 1.74314 16.89622 14.89475 -0.79 0.79 0.87
H 3.51076 17.69203 12.79500 0.43 0.00 0.41
H 4.02762 19.34508 13.40668 0.09 -0.34 0.18
H 4.43358 19.41389 11.01110 0.07 -0.40 0.16
H 2.93646 20.21668 11.27202 -0.21 -0.01 -0.08
H 2.90788 18.50868 10.71987 0.06 0.24 -0.23
H 1.50627 16.67918 15.93633 0.22 -0.14 0.12
H 2.70893 16.46293 14.63476 -0.18 0.33 -0.16
H 0.88125 16.54010 14.33045 0.32 0.08 -0.33
O 6.07894 30.23114 21.07455 -2.47 -2.03 -2.24
S 4.97003 29.53315 20.36183 0.81 -0.62 1.03
O 3.71101 30.22172 20.16818 0.92 -0.31 0.10
O 5.47127 28.94978 18.90090 -0.88 0.97 0.82
C 4.37824 28.48432 17.99533 1.76 -0.42 -0.10
C 4.96312 28.63571 16.59367 -0.47 0.58 0.25
C 4.64820 27.85317 21.14487 0.87 2.14 -0.28
H 3.44885 29.01175 18.21015 0.24 0.08 -0.20
H 4.29026 27.41007 18.15769 -0.36 -0.05 0.45
H 5.85750 28.03461 16.42974 -0.04 -0.05 0.26
H 5.23606 29.67884 16.43406 -0.10 -0.03 -0.23
H 4.21596 28.32448 15.86361 -0.07 0.14 -0.07
H 4.40742 28.12665 22.17216 -0.16 -0.40 -0.03
H 5.61559 27.35775 21.06222 -0.21 -0.25 0.15
H 3.85988 27.32796 20.60560 0.06 0.26 0.12
C -2.23321 26.34301 16.87443 -0.46 0.68 0.32
O -1.71055 25.10153 16.37830 1.05 -0.19 -1.82
P -1.20447 24.99766 14.79565 -1.28 0.59 2.67
O -0.79820 23.60802 14.44838 0.32 1.20 -0.14
O -2.57447 25.45347 14.07377 2.51 0.84 0.34
C -3.58749 24.51496 13.85490 -1.59 -0.91 -0.82
O -0.13473 26.22256 14.66877 -5.13 -1.47 -1.80
C 1.20721 26.03688 14.85460 1.81 -0.19 1.16
H -3.16769 26.16989 17.40818 0.06 -0.43 -0.06
H -2.47340 27.09213 16.11995 0.19 -0.29 -0.41
H -1.57129 26.83889 17.58440 0.39 -0.39 -0.09
H -3.46384 23.49151 14.20898 0.86 0.12 0.13
H -3.72987 24.47841 12.77486 -0.24 -0.16 0.02
H -4.53113 24.81229 14.31234 0.16 0.56 0.02
H 1.46565 24.97797 14.85715 0.23 0.05 -0.03
H 1.31168 26.45482 15.85585 1.22 -0.04 0.00
H 1.77161 26.57089 14.09014 0.03 -0.04 0.14
C 4.39933 28.45482 12.94469 1.68 -0.21 -0.40
O 3.30763 29.35609 12.97726 -1.27 1.33 -0.33
P 3.24116 30.65491 11.95675 2.06 0.82 1.05
O 4.56764 31.37844 11.81395 -3.31 -1.56 0.00
O 2.71561 29.96470 10.60289 -0.04 0.06 0.32
C 1.54199 29.15057 10.60480 -0.80 -0.42 0.31
O 1.96612 31.54458 12.53268 1.57 -1.28 -0.08
C 1.82580 32.94359 12.19835 0.01 0.24 -1.71
H 5.34031 28.99971 13.02056 0.04 0.14 -0.19
H 4.44457 27.79993 12.07453 -0.40 0.40 -0.53
H 4.46264 27.71849 13.74588 -0.98 0.48 0.54
H 1.69973 28.08052 10.46992 0.99 0.00 -0.43
H 0.86698 29.46717 9.80967 0.12 0.26 0.12
H 1.01233 29.11475 11.55679 -0.02 0.79 0.13
H 1.84006 33.68274 12.99932 0.24 -0.79 0.51
H 0.89346 33.07383 11.64890 -0.32 -0.29 0.34
H 2.55681 33.23723 11.44503 0.44 -0.04 0.31
C 3.20720 23.50846 4.19523 -0.16 -1.13 -0.71
O 2.94531 24.36714 5.29708 -0.03 0.10 0.59
P 2.09768 23.83192 6.53722 -1.11 0.60 -0.41
O 1.94134 22.35353 6.53807 0.13 1.72 0.76
O 2.85258 24.50987 7.83962 -1.93 -2.53 -1.51
C 2.89041 25.89692 8.05057 0.39 1.20 -0.83
O 0.62626 24.67197 6.32249 2.69 -1.01 0.86
C -0.08853 24.49668 5.09665 -1.35 -0.08 -0.23
H 2.77317 23.91460 3.28158 0.21 0.32 0.11
H 2.75844 22.52455 4.33184 -0.19 0.07 0.23
H 4.26741 23.29167 4.06473 0.04 0.53 0.15
H 3.91723 26.23611 7.91387 0.07 0.00 -0.03
H 2.60001 26.18271 9.06156 -0.31 -0.31 -0.06
H 2.27882 26.35378 7.27255 -0.10 0.54 0.42
H 0.45766 24.23684 4.18986 0.57 0.09 0.38
H -0.67620 25.39134 4.89088 0.54 0.42 0.12
H -0.88648 23.76268 5.20903 0.33 -0.50 0.27
C 6.32785 25.21334 5.21837 -1.06 0.83 -0.60
O 7.35467 24.81306 6.11462 -0.84 -1.64 1.36
P 7.07882 23.47433 7.04093 -0.54 -0.44 -0.54
O 7.60127 23.52125 8.43051 -0.57 0.27 -1.76
O 5.46553 23.15008 6.88008 1.54 0.97 0.63
C 4.97392 21.81661 7.09835 0.42 -0.90 -1.00
O 7.68998 22.29413 6.11393 -0.47 1.17 0.08
C 9.10015 22.40948 5.85191 0.52 -0.67 0.25
H 5.49743 25.66870 5.75796 0.08 0.11 0.20
H 5.84853 24.44375 4.61331 0.59 -0.50 0.22
H 6.69387 25.95915 4.51276 0.46 -0.06 0.29
H 4.06066 21.69397 7.68059 0.26 0.92 0.41
H 5.76353 21.16569 7.47375 -0.06 0.04 0.13
H 4.68106 21.45822 6.11149 0.14 -0.22 -0.05
H 9.40419 21.46688 5.39675 0.01 -0.14 0.50
H 9.56313 22.60486 6.81916 0.50 -0.25 -0.21
H 9.43781 23.15229 5.12921 -0.79 0.51 0.08
C 4.89202 23.58775 10.21106 -0.59 -0.61 -1.53
O 5.46489 23.81595 11.45854 0.37 0.69 2.90
P 4.51948 24.03239 12.75717 1.01 0.07 -1.24
O 3.45957 25.02718 12.43941 0.51 -0.49 1.13
O 5.47155 24.21650 14.07281 -0.90 -0.53 -2.07
C 5.19704 25.19772 15.08171 -1.07 0.71 -0.17
O 4.00116 22.52375 12.90029 -0.74 0.56 0.22
C 2.70866 22.35435 13.49285 -0.42 -0.06 0.46
H 5.26944 24.25757 9.43839 0.36 0.19 0.37
H 3.80799 23.68968 10.16000 -0.13 -0.02 0.46
H 5.16207 22.58011 9.89507 -0.03 -0.04 0.00
H 5.73262 26.12110 14.86115 0.36 -0.23 0.26
H 5.34980 24.79976 16.08490 0.67 -0.21 -0.26
H 4.13721 25.45021 15.04832 -0.19 0.10 -0.09
H 2.17485 23.26106 13.77753 0.59 0.43 0.01
H 2.82956 21.76323 14.40062 -0.21 -0.31 -0.23
H 2.01884 21.91960 12.76950 0.28 -0.63 -0.04
C 9.58447 23.62915 20.57144 0.09 0.23 -0.19
O 9.59401 25.04368 20.87987 -1.38 0.77 0.20
P 8.34812 26.01346 20.42886 1.55 -0.25 -1.11
O 6.97866 25.56201 20.74916 0.83 0.32 -0.04
O 8.73685 26.09278 18.84357 -1.00 0.70 0.66
C 7.81760 26.65696 17.85412 -0.65 -0.31 0.24
O 8.75194 27.47952 21.00215 0.11 -1.81 -2.17
C 8.41831 27.84562 22.29316 -0.39 0.04 2.48
H 10.48706 23.41565 19.99886 -0.16 0.18 -0.26
H 8.68906 23.34189 20.02025 0.12 0.11 -0.03
H 9.67518 22.99999 21.45690 -0.26 0.45 0.36
H 7.41447 25.86852 17.21855 0.41 -0.33 0.09
H 8.27334 27.40559 17.20609 0.55 -0.12 0.37
H 6.93120 27.11637 18.29155 0.27 0.09 0.50
H 9.28606 28.19200 22.85452 0.28 0.14 -0.41
H 8.06573 26.99705 22.87943 -0.25 -0.16 -0.06
H 7.66049 28.62589 22.36369 -0.02 0.02 -0.54
C 9.13934 24.18934 14.64820 0.00 -1.15 -1.46
O 8.50835 25.43955 14.67629 -0.75 2.26 -0.24
P 8.63190 26.51280 13.45008 0.20 -0.59 -0.35
O 8.16069 27.89269 13.67198 -0.01 -1.14 0.48
O 10.22747 26.42037 13.12604 -1.71 0.73 -0.94
C 11.12878 26.98183 14.06812 0.86 -0.74 1.94
O 7.80790 25.74459 12.26536 1.27 0.72 1.38
C 7.10516 26.45312 11.23822 -0.80 -0.16 -0.52
H 9.46813 24.04243 13.61941 0.65 -0.36 0.16
H 8.41760 23.38622 14.79719 -0.30 0.20 0.34
H 9.94480 24.05619 15.37043 0.02 0.53 -0.11
H 12.04424 27.44232 13.69665 -0.27 -0.48 -0.97
H 11.37587 26.12627 14.69666 0.67 0.03 0.09
H 10.81118 27.71428 14.81026 -1.19 0.23 -0.51
H 6.79911 27.47018 11.48321 0.89 0.19 0.20
H 6.14153 25.96755 11.08412 0.18 -0.41 0.19
H 7.63307 26.34674 10.29055 0.23 0.36 0.17
C 9.56537 22.25821 17.47915 -0.39 -0.73 -0.50
O 8.58850 21.57016 18.28173 -2.02 0.24 0.26
P 6.96283 21.77956 17.98061 2.18 0.13 0.52
O 6.54735 23.19825 18.05831 0.03 -1.10 -0.48
O 6.82654 20.99792 16.58119 -0.40 0.53 1.50
C 5.54162 20.94144 15.96172 -0.63 0.27 -1.12
O 6.28035 20.79175 19.04300 0.48 0.87 -2.41
C 6.38891 21.01318 20.40452 0.24 -1.58 2.76
H 10.54802 22.27252 17.95063 -0.34 -0.06 0.47
H 9.25607 23.27475 17.23606 -0.06 -0.11 0.07
H 9.65814 21.60922 16.60834 0.18 0.51 -0.47
H 5.52045 21.67550 15.15623 0.22 -0.13 -0.29
H 4.65428 21.19964 16.53968 0.40 -0.14 0.84
H 5.37785 19.93917 15.56585 0.21 0.08 0.08
H 6.61085 20.03396 20.82875 0.17 -0.31 -0.02
H 5.45125 21.22067 20.92014 -0.13 0.83 -0.59
H 7.22313 21.59600 20.79503 -0.21 0.68 -0.68
```
Positions in Å, forces in eV/Å.



- Look up the spin multiplicity of the first one.
  5